1.
12
Properties=species:S:1:pos:R:3:forces:R:3 method="wB97M-V/def2-TZVPD" energy_ha=-285.630681 smiles="CC(N)=O.O" lumo_ev=0.9285 e_homo_ev=-9.77 relative_energy_ev=1.1190
C 1.10733 -1.38389 0.62826 -1.232 -0.353 -0.002
C 1.43377 -0.08562 1.34543 1.305 -3.967 -1.169
N 1.71456 -0.28477 2.67855 -0.523 0.627 -0.730
O 1.78656 0.84664 0.68021 -0.191 1.953 0.611
H 0.10257 -1.70840 0.96756 0.756 -0.584 0.076
H 1.94160 -2.09662 0.76879 -0.749 0.124 0.397
H 1.00685 -1.27258 -0.44598 0.089 0.526 -0.057
H 1.48480 -1.00701 3.35327 -0.240 0.252 -0.855
H 2.02029 0.58969 2.97303 0.787 1.423 1.728
O -4.79534 0.97320 -4.23831 -0.142 0.742 -1.862
H -4.90685 0.14910 -4.72987 0.029 -0.254 0.451
H -4.82758 1.59752 -5.01400 0.111 -0.489 1.411



2.
16
Properties=species:S:1:pos:R:3:forces:R:3 method="wB97M-V/def2-TZVPD" energy_ha=-631.779083 smiles="C=CO.CCS" lumo_ev=0.9276 e_homo_ev=-9.01 relative_energy_ev=1.2408
C 2.93166 -0.48506 -0.16358 1.011 -0.469 -0.191
C 1.93275 -0.86387 0.60913 -0.376 0.470 0.266
O 2.08924 -1.34731 1.86826 0.166 -0.461 0.204
H 2.91897 -0.13106 -1.18011 -0.622 0.097 -0.017
H 3.93642 -0.68117 0.20229 0.067 0.145 0.067
H 0.87706 -0.76548 0.40804 -0.056 0.019 -0.299
H 3.00590 -1.63009 1.99669 -0.147 0.191 0.005
C -2.27604 1.39399 -0.00305 0.120 0.527 0.265
C -1.49639 0.54920 -1.01534 -0.308 -0.431 0.721
S -1.59933 -1.25063 -0.69649 0.176 -0.164 -0.094
H -3.10549 1.92986 -0.45834 -0.261 -0.293 -0.029
H -1.63923 2.18268 0.38667 0.240 0.148 -0.004
H -2.61104 0.86742 0.89773 -0.060 -0.160 -0.418
H -1.85198 0.68778 -2.02702 0.128 0.311 -0.149
H -0.44174 0.79236 -0.92029 0.074 -0.015 -0.360
H -2.67078 -1.24861 0.09541 -0.153 0.084 0.032



3.
4
Properties=species:S:1:pos:R:3:forces:R:3 method="wB97M-V/def2-TZVPD" energy_ha=-3370.852790 lumo_ev="-3.8301 / -3.8333" e_homo_ev="-8.91 / -8.92" relative_energy_ev=2.0226
S -0.00175 1.40065 0.27675 -1.323 -0.883 -0.353
S -3.88089 -0.75468 0.78835 -0.368 -0.460 0.687
Br -2.78579 0.35898 -0.51560 1.863 1.085 -0.359
H -0.47083 2.64370 0.35902 -0.172 0.257 0.025



4.
18
Properties=species:S:1:pos:R:3:forces:R:3 method="wB97M-V/def2-TZVPD" energy_ha=-347.495707 lumo_ev="0.8145 / -3.1773" e_homo_ev="-11.01 / -10.84" multiplicity=2 relative_energy_ev=0.6084
C -0.61579 -1.22471 2.46264 -0.992 0.442 0.229
C -1.40840 0.12414 2.44773 0.659 -0.456 -0.332
C -0.12343 -1.64696 1.07785 1.497 1.414 -0.713
H 0.22558 -1.03547 3.11980 0.312 -0.342 -0.009
H -1.21970 -1.98315 2.96379 0.072 -0.118 -0.162
H -2.44749 0.02105 2.74223 -0.107 0.022 -0.051
H -1.33902 0.52617 1.43620 -0.350 0.181 0.063
H -0.24470 -0.82164 0.36454 -0.625 -0.036 0.129
H 0.97432 -1.61180 1.10779 -0.022 -0.842 0.025
H -0.91786 0.84273 3.10250 -0.181 0.066 0.136
H -0.45067 -2.51634 0.51544 -0.264 -0.354 0.695
C 1.44322 1.45855 -0.86962 1.849 0.164 0.690
C 0.50044 0.71198 -1.76245 -0.714 1.060 1.392
O 1.15586 -0.03836 -2.59764 -0.058 -0.364 -0.474
O -0.69640 0.82204 -1.65565 -0.040 -0.517 -0.739
H 2.44963 1.02753 -0.88154 0.003 -0.023 -0.263
H 1.18890 1.44295 0.19172 -0.698 -0.252 -0.245
H 1.57472 2.50574 -1.13817 -0.343 -0.044 -0.372



5.
13
Properties=species:S:1:pos:R:3:forces:R:3 method="wB97M-V/def2-TZVPD" energy_ha=-435.678696 lumo_ev=-1.0231 e_homo_ev=-7.48 relative_energy_ev=6.5799
C -1.36808 -0.19968 -0.12748 -1.018 -4.314 0.846
C -0.45481 -1.21554 -0.06559 -1.059 -4.432 1.028
C 0.85533 -0.71598 0.04349 1.040 3.598 -0.959
C 0.63276 0.70766 -0.09178 2.259 -3.998 1.825
H -3.12872 -0.79192 0.23418 -0.870 -1.618 0.251
H -0.55181 -2.31253 0.16388 -0.653 1.213 -0.725
H 2.71652 -0.55260 -0.40177 -2.236 -4.389 2.427
H 1.43809 2.12154 -0.71021 1.031 1.050 0.542
H -1.19593 1.52011 1.15765 1.409 -1.410 -4.426
N -0.71793 0.88932 -0.22781 1.561 8.352 4.240
O -2.68472 0.00910 0.06856 -0.151 0.496 -0.518
O 2.09936 -1.44657 0.08256 0.222 5.951 -2.537
O 1.55487 1.72890 0.17376 -1.536 -0.500 -1.994



6.
14
Properties=species:S:1:pos:R:3:forces:R:3 method="wB97M-V/def2-TZVPD" energy_ha=-270.392569 lumo_ev=0.8784 e_homo_ev=-8.52 relative_energy_ev=4.4987
O 1.34857 -0.10022 1.84921 0.314 -0.254 -1.008
C 0.69072 -0.08982 0.62318 -0.785 0.550 -0.729
C -0.78131 -0.32720 0.82271 -0.445 0.019 -0.022
C -0.78190 0.09790 -0.64850 -0.636 0.538 -0.317
C 0.29412 1.11940 -0.37172 0.796 -0.225 0.713
C 0.01501 -1.03027 -1.17643 0.546 0.140 0.473
H 2.29624 0.08550 1.85464 -0.123 0.078 -0.548
H -1.22557 0.39948 1.51037 0.020 0.006 0.040
H -1.08052 -1.34773 1.08622 -0.085 0.210 -0.199
H -1.53777 0.68607 -1.15983 -1.020 -0.998 -0.247
H 0.79126 1.45520 -1.30318 0.490 -0.419 0.809
H -0.14470 1.99285 0.14066 0.410 -0.166 0.149
H -0.39963 -2.04561 -1.07997 0.291 0.423 0.306
H 0.51548 -0.89557 -2.14737 0.229 0.099 0.579